No. 1
Entry from the Open Molecules 2025 dataset: a 6-piece molecular cluster, C11H35O6 overall in a non-equilibrium geometry (ωB97M-V with the def2-TZVPD basis set).

## Properties
Kohn-Sham gap (eV): 10.921
LUMO energy (eV): -2.2
Relative energy (zero: lowest compared OMol25 entry of this formula, charge and spin) (kJ/mol): 76.0
Highest occupied orbital energy (eV): -13.12

```
! wB97M-V def2-TZVPD RIJCOSX def2/J DEFGRID3
* xyz 1 1
O -0.076 -0.077 0.172
H 0.462 0.463 -0.462
H 0.450 -0.363 0.969
H -0.891 0.412 0.470
C 0.557 -3.185 -2.968
C 1.208 -2.617 -1.720
O 0.521 -2.924 -0.515
H 1.216 -3.068 -3.831
H -0.414 -2.756 -3.208
H 0.460 -4.270 -2.876
H 1.328 -1.535 -1.797
H 2.230 -3.014 -1.676
H 0.749 -3.826 -0.273
C 0.379 0.000 -4.294
C -0.384 0.416 -3.060
O 0.387 1.092 -2.069
H -0.287 -0.660 -4.859
H 1.231 -0.652 -4.104
H 0.664 0.841 -4.922
H -0.848 -0.445 -2.571
H -1.277 0.990 -3.335
H 0.600 1.991 -2.334
C 0.075 4.843 0.589
C -0.712 3.540 0.566
O 0.007 2.557 1.323
H 0.322 5.077 1.628
H -0.443 5.704 0.172
H 1.048 4.716 0.109
H -0.911 3.252 -0.468
H -1.666 3.728 1.069
H -0.532 2.362 2.093
C -4.611 0.565 1.757
C -3.151 0.155 1.646
O -2.429 0.967 0.713
H -5.111 0.703 0.798
H -4.682 1.517 2.294
H -5.151 -0.128 2.401
H -2.983 -0.901 1.444
H -2.762 0.333 2.659
H -2.945 1.756 0.524
C 2.452 -2.579 2.910
C 2.263 -1.099 2.596
C 2.937 -0.714 1.300
O 0.850 -0.814 2.498
H 1.952 -2.874 3.837
H 3.485 -2.919 2.971
H 1.980 -3.182 2.126
H 2.700 -0.544 3.430
H 2.428 -1.160 0.442
H 3.994 -0.960 1.323
H 2.851 0.372 1.169
H 0.481 -1.084 3.345
*
```

No. 2
Entry from the Open Molecules 2025 dataset: C11H36AsF6O11 as an isolated structure in a non-equilibrium geometry (ωB97M-V with the def2-TZVPD basis set).

## Properties
Kohn-Sham gap (alpha / beta) (eV): 2.987 / 9.167
LUMO energy (alpha / beta) (eV): 4.5 / 4.4
Highest occupied orbital energy (alpha / beta) (eV): 1.47 / -4.73

```
! wB97M-V def2-TZVPD RIJCOSX def2/J DEFGRID3
* xyz -2 2
As 0.466 -0.142 0.933
F -0.367 -1.303 -0.073
F -1.018 0.952 0.818
F 1.402 1.026 1.931
F 1.856 -1.215 0.995
F 1.018 0.736 -0.554
F -0.220 -0.945 2.405
O 1.340 -3.527 2.760
H 1.345 -2.636 2.411
H 2.160 -3.599 3.247
C -3.868 -0.308 -0.856
C -4.449 -0.607 0.588
C -3.864 0.333 1.686
O -5.021 0.553 2.486
C -6.093 0.172 1.877
O -7.276 0.201 2.353
O -5.764 -0.239 0.632
H -4.300 -0.900 -1.663
H -2.821 -0.590 -0.745
H -3.905 0.725 -1.201
H -4.477 -1.629 0.965
H -3.393 1.197 1.218
H -3.066 -0.131 2.265
C -1.395 2.691 -2.243
O -1.927 2.717 -0.898
H -0.528 2.040 -2.359
H -2.224 2.416 -2.895
H -1.073 3.618 -2.718
H -1.439 2.134 -0.311
C -0.059 3.963 1.981
O -0.607 5.170 1.444
H 1.027 4.051 1.962
H -0.321 3.780 3.023
H -0.260 3.125 1.314
H -1.516 5.039 1.163
C -1.657 -2.869 -2.309
O -2.707 -3.538 -3.084
H -0.701 -3.353 -2.506
H -1.642 -1.822 -2.613
H -1.912 -2.903 -1.249
H -2.468 -3.210 -3.954
C 2.529 3.483 -0.785
O 2.960 2.493 0.128
H 2.633 3.278 -1.850
H 1.490 3.741 -0.582
H 3.105 4.382 -0.564
H 2.185 1.961 0.323
C 2.578 -0.823 -3.032
O 2.920 -1.298 -1.693
H 3.489 -0.786 -3.629
H 1.820 -1.432 -3.525
H 2.074 0.143 -3.026
H 2.166 -1.019 -1.169
C 2.313 -4.403 -0.563
O 2.828 -5.726 -0.548
H 2.145 -3.959 -1.545
H 1.369 -4.318 -0.026
H 2.978 -3.751 0.004
H 3.774 -5.625 -0.673
C 4.334 0.081 2.522
O 4.751 1.436 2.484
H 3.492 -0.104 3.189
H 4.240 -0.416 1.556
H 5.137 -0.420 3.063
H 4.415 1.906 1.717
*
```

No. 3
Entry from the Open Molecules 2025 dataset: a 7-piece molecular cluster, C11H36N6O7 overall in a non-equilibrium geometry (ωB97M-V with the def2-TZVPD basis set).

## Properties
SMILES: NC(N)=O.NC(N)=O.NC(N)=O.CCO.CCO.CCO.CCO
Kohn-Sham gap (eV): 9.029
LUMO energy (eV): 0.3
Relative energy (zero: lowest compared OMol25 entry of this formula, charge and spin) (kJ/mol): 217.6
Highest occupied orbital energy (eV): -8.74

```
! wB97M-V def2-TZVPD RIJCOSX def2/J DEFGRID3
* xyz 0 1
N -2.913 0.313 4.679
C -2.522 0.118 3.487
N -3.516 -0.215 2.640
O -1.343 0.287 3.148
H -2.223 0.657 5.332
H -3.768 -0.034 5.090
H -4.465 -0.402 2.930
H -3.293 -0.209 1.655
N -1.754 -4.038 -0.396
C -1.462 -3.419 0.695
N -2.127 -2.299 0.690
O -0.566 -3.700 1.501
H -1.213 -4.858 -0.629
H -2.227 -3.442 -1.060
H -2.054 -1.724 1.517
H -2.864 -2.117 0.023
N 0.522 2.018 0.726
C 0.960 1.021 -0.011
N 0.719 -0.094 0.661
O 1.529 1.154 -1.096
H -0.009 1.981 1.584
H 0.860 2.927 0.443
H 1.056 -0.919 0.186
H 0.377 -0.030 1.609
C -2.318 2.172 -1.896
C -2.497 0.923 -1.113
O -3.719 0.990 -0.388
H -1.412 2.012 -2.482
H -2.147 2.949 -1.152
H -3.158 2.521 -2.497
H -1.774 0.696 -0.329
H -2.605 0.151 -1.876
H -4.079 1.879 -0.359
C 2.901 -3.467 2.577
C 2.597 -4.169 1.263
O 1.839 -3.183 0.530
H 3.637 -4.040 3.142
H 2.012 -3.342 3.195
H 3.300 -2.466 2.416
H 1.966 -5.038 1.452
H 3.473 -4.517 0.716
H 0.943 -3.100 0.862
C 1.046 4.737 -2.084
C 2.016 5.348 -1.043
O 2.074 4.755 0.170
H 1.376 3.793 -2.518
H 1.106 5.482 -2.877
H 0.054 4.597 -1.655
H 1.680 6.347 -0.767
H 3.034 5.473 -1.411
H 3.008 4.663 0.374
C 1.469 -1.663 -2.694
C 2.538 -1.008 -3.513
O 2.094 0.308 -3.629
H 0.430 -1.450 -2.946
H 1.534 -1.277 -1.677
H 1.669 -2.729 -2.586
H 2.553 -1.378 -4.538
H 3.570 -0.815 -3.222
H 2.084 0.871 -2.851
*
```

No. 4
Entry from the Open Molecules 2025 dataset: a 7-piece molecular cluster, C11H37BO12PS overall in a non-equilibrium geometry (ωB97M-V with the def2-TZVPD basis set).

## Properties
Kohn-Sham gap (eV): 6.661
LUMO energy (eV): 1.5
Highest occupied orbital energy (eV): -5.16

```
! wB97M-V def2-TZVPD RIJCOSX def2/J DEFGRID3
* xyz -1 1
C -2.751 1.679 3.752
O -1.989 0.541 3.397
C -2.237 0.114 2.065
C -2.366 -1.391 1.994
C -0.997 -2.109 2.070
C -0.805 -3.018 0.837
C -0.289 -2.175 -0.341
C -0.644 -2.757 -1.722
C 0.540 -3.042 -2.633
C 1.098 -1.816 -3.398
B 2.663 -1.469 -3.129
S 3.185 -1.317 -1.258
O 3.484 -2.496 -3.836
C 4.201 -1.914 -4.869
C 4.353 -0.426 -4.383
P 5.870 -0.326 -3.330
O 7.008 0.132 -4.119
O 6.170 -1.755 -2.679
O 5.653 0.693 -2.110
O 3.112 -0.211 -3.798
H -3.819 1.490 3.648
H -2.566 1.877 4.803
H -2.490 2.530 3.136
H -3.171 0.547 1.701
H -1.454 0.458 1.390
H -2.842 -1.613 1.045
H -2.996 -1.782 2.783
H -0.219 -1.355 2.057
H -0.922 -2.703 2.975
H -0.041 -3.752 1.081
H -1.756 -3.467 0.572
H -0.732 -1.187 -0.253
H 0.780 -2.069 -0.205
H -1.148 -3.704 -1.536
H -1.372 -2.101 -2.195
H 0.191 -3.756 -3.378
H 1.334 -3.554 -2.096
H 1.044 -2.042 -4.460
H 0.432 -0.965 -3.250
H 2.327 -0.374 -0.867
H 5.191 -2.338 -4.994
H 3.619 -1.824 -5.785
H 4.514 0.317 -5.156
H 5.415 -2.068 -2.150
H 5.567 0.190 -1.280
O 4.935 -4.467 -2.210
H 4.425 -3.729 -2.581
H 5.032 -5.065 -2.957
O -4.012 4.411 2.976
H -3.912 5.219 2.459
H -4.287 4.726 3.845
O -1.938 6.557 2.421
H -1.565 5.680 2.274
H -1.325 6.981 3.034
O -5.552 6.350 5.203
H -6.036 6.084 5.992
H -6.159 6.930 4.732
O -1.535 9.412 3.235
H -1.369 10.094 2.576
H -2.395 9.050 2.994
O -4.532 -3.708 1.916
H -4.432 -4.632 2.171
H -5.483 -3.586 1.822
*
```